DFT (ωB97M-V with the def2-TZVPD basis set) results for a cluster of 5 separate species, C40H58FNO19S in total.

Results
molar mass: 907.96 g/mol
ΔE to the lowest compared entry with this formula, charge and spin: 0.0 kJ/mol
SMILES string: CCCOc1c(CCC)c(S(=O)(=O)F)c(Cc2ccccc2C)c2c1C(=O)N(CC(=O)O)C2=O.CCOC(=O)OC.CCOC(=O)OC.CCOC(=O)OC.CCOC(=O)OC
HOMO-LUMO gap: 7.98 eV
E_HOMO: -8.980 eV

Last column: Mulliken charge in e.
Cartesian coordinates (Å):
1 C -2.38947 2.86536 2.41868  -1.183
2 C -3.71088 2.11847 2.68086  -0.563
3 C -3.73615 0.76599 1.97071  -0.778
4 O -3.33898 -0.31405 2.85365  -0.501
5 C -2.22794 -0.98727 2.44729  0.325
6 C -2.27360 -1.96384 1.43729  0.079
7 C -3.62435 -2.27681 0.83711  -1.706
8 C -4.54928 -3.05236 1.80828  -0.511
9 C -5.68681 -2.23270 2.44989  -1.078
10 C -1.06749 -2.59417 1.05692  0.802
11 S -1.26537 -3.79965 -0.24535  1.204
12 O -2.10700 -4.84331 0.22627  -0.624
13 O -1.62210 -3.13601 -1.45171  -0.582
14 F 0.13903 -4.39529 -0.46859  -0.186
15 C 0.17752 -2.30393 1.66297  0.065
16 C 1.50912 -2.94050 1.32131  -1.657
17 C 2.25149 -2.16077 0.24364  1.356
18 C 1.57540 -1.59692 -0.84452  -0.237
19 C 2.21884 -0.84429 -1.82007  -1.182
20 C 3.58624 -0.62380 -1.72313  -0.661
21 C 4.27957 -1.19476 -0.66108  -0.685
22 C 3.64254 -1.95563 0.32520  1.107
23 C 4.51990 -2.49555 1.42378  -2.028
24 C 0.14176 -1.34700 2.67484  0.202
25 C -1.02082 -0.72218 3.06214  0.204
26 C -0.70592 0.21413 4.19090  0.451
27 O -1.39192 1.03832 4.69535  -0.562
28 N 0.64009 -0.02317 4.53766  0.217
29 C 0.92478 -0.61973 5.86325  -0.550
30 C 0.09860 -0.02293 6.96219  0.274
31 O -0.55138 -0.71382 7.67689  -0.557
32 O 0.19542 1.31426 7.11187  -0.506
33 C 1.25807 -0.80091 3.50641  -0.342
34 O 2.43240 -0.90878 3.38981  -0.506
35 H -1.92639 3.22139 3.33020  0.244
36 H -1.66475 2.19254 1.96456  0.280
37 H -2.52032 3.67624 1.70957  0.370
38 H -3.85432 1.93745 3.73899  0.197
39 H -4.54975 2.67390 2.27390  0.528
40 H -3.09129 0.76737 1.09499  0.513
41 H -4.74056 0.57485 1.59978  0.402
42 H -4.10704 -1.36320 0.50799  0.633
43 H -3.53005 -2.87758 -0.04890  0.690
44 H -3.96297 -3.54910 2.57559  0.361
45 H -5.02680 -3.82845 1.21933  0.441
46 H -5.81018 -1.30153 1.90816  0.213
47 H -6.61689 -2.78768 2.42491  0.392
48 H -5.46929 -1.97612 3.48028  0.232
49 H 2.11464 -2.86706 2.21003  0.403
50 H 1.41857 -3.99521 1.10307  0.696
51 H 0.50810 -1.72248 -0.93607  0.144
52 H 1.62213 -0.42453 -2.61472  0.641
53 H 4.10961 -0.02726 -2.45209  0.438
54 H 5.34649 -1.03345 -0.61099  0.436
55 H 4.86790 -1.68739 2.06225  0.312
56 H 4.02446 -3.20068 2.07611  0.367
57 H 5.40949 -2.96742 1.01801  0.564
58 H 0.81607 -1.70038 5.83159  0.423
59 H 1.97179 -0.41706 6.08728  0.574
60 H -0.65874 1.69539 6.86038  0.389
61 C -9.35416 7.29558 2.64405  -1.098
62 C -8.08972 6.64780 3.16572  -0.199
63 O -7.50868 5.75884 2.19898  -0.344
64 C -6.82362 6.34868 1.22162  0.761
65 O -6.63401 7.52990 1.09574  -0.555
66 O -6.37505 5.39671 0.40039  -0.306
67 C -5.67040 5.89230 -0.74073  -0.670
68 H -10.05821 6.53507 2.30416  0.294
69 H -9.82613 7.88740 3.42803  0.359
70 H -9.13896 7.95030 1.80071  0.310
71 H -8.31375 6.02465 4.02930  0.295
72 H -7.35559 7.39171 3.47345  0.317
73 H -4.87210 6.56848 -0.44362  0.312
74 H -6.35712 6.39769 -1.41762  0.311
75 H -5.24528 5.02582 -1.23925  0.213
76 C 1.80869 -3.47469 9.34386  -1.253
77 C 2.55858 -2.58592 8.37672  0.175
78 O 3.97338 -2.60829 8.61202  -0.410
79 C 4.61053 -3.67807 8.13901  0.777
80 O 4.11599 -4.58325 7.51831  -0.559
81 O 5.89975 -3.56549 8.45753  -0.352
82 C 6.70455 -4.67661 8.05617  -0.636
83 H 2.06080 -3.21219 10.37182  0.332
84 H 0.73405 -3.36092 9.20273  0.358
85 H 2.06977 -4.52169 9.19467  0.327
86 H 2.25360 -1.55020 8.51974  0.264
87 H 2.35009 -2.85760 7.34157  0.182
88 H 6.57832 -4.88746 6.99680  0.295
89 H 6.45192 -5.55673 8.64526  0.292
90 H 7.73528 -4.39497 8.24997  0.224
91 C 1.83906 1.65008 -8.40226  -1.061
92 C 0.92773 0.96318 -7.40887  -0.228
93 O 1.20838 1.36562 -6.05901  -0.291
94 C 0.72411 2.55311 -5.70404  0.724
95 O 0.06664 3.29113 -6.39042  -0.573
96 O 1.09129 2.78587 -4.44208  -0.278
97 C 0.69551 4.06370 -3.94034  -0.668
98 H 2.88429 1.49317 -8.13329  0.286
99 H 1.67293 1.25633 -9.40484  0.331
100 H 1.66060 2.72465 -8.42036  0.351
101 H 1.09309 -0.11230 -7.42800  0.283
102 H -0.12258 1.14101 -7.63809  0.314
103 H -0.37149 4.22392 -4.07763  0.300
104 H 1.25943 4.85381 -4.43357  0.299
105 H 0.92873 4.06218 -2.87941  0.213
106 C 4.53712 -3.39808 -11.65615  -1.105
107 C 3.55475 -2.28907 -11.34666  -0.205
108 O 4.20218 -1.15528 -10.74985  -0.337
109 C 4.85979 -0.36208 -11.59372  0.769
110 O 4.93701 -0.49983 -12.78651  -0.556
111 O 5.41745 0.62063 -10.88512  -0.314
112 C 6.21092 1.52522 -11.65705  -0.656
113 H 5.10184 -3.66544 -10.76220  0.293
114 H 4.00900 -4.28070 -12.01641  0.357
115 H 5.24946 -3.08755 -12.41924  0.312
116 H 2.82860 -2.62554 -10.60897  0.300
117 H 3.00757 -1.97832 -12.23622  0.321
118 H 5.64636 1.91873 -12.49908  0.304
119 H 7.11214 1.02740 -12.01116  0.296
120 H 6.48443 2.33860 -10.99147  0.220